Record 1
The following is a DFT calculation (ωB97M-V/def2-TZVPD) of one molecule with the formula C4H6N2O.

The geometry in ORCA input format:
```
! RIJCOSX wB97M-V def2-TZVPD def2/J DEFGRID3
* xyz 0 1
C 1.98576 0.51153 0.01912
C 0.64791 -0.08926 -0.27530
C 0.08233 -1.31387 -0.05751
N -1.29913 -1.07734 0.01291
C -1.44986 0.25537 -0.15180
O -2.61557 0.88727 0.03788
N -0.34071 0.87208 -0.40092
H 1.71731 1.37067 0.64209
H 2.52388 0.91459 -0.84101
H 2.63318 -0.13601 0.60949
H 0.47174 -2.31788 0.04772
H -1.99850 -1.69999 0.38571
H -2.35834 1.82284 -0.02838
*
```

Its structure (SMILES) is Cc1c[nH]c(O)n1.

---

Record 2
The following is a DFT calculation (ωB97M-V/def2-TZVPD) of C24H46Cl2HgN3O4Si as an isolated structure in a non-equilibrium geometry.

The geometry in ORCA input format:
```
! RIJCOSX wB97M-V def2-TZVPD def2/J DEFGRID3
* xyz -1 1
C 3.12278 -3.77452 -1.81075
C 3.06840 -2.36909 -1.28629
H 4.04906 -3.92824 -2.38131
H 2.28585 -3.97775 -2.49956
H 3.07760 -4.51506 -0.99809
C 3.75647 -1.35567 -1.83898
C 4.67136 -1.48326 -3.00316
H 3.68499 -0.34665 -1.42997
H 4.14513 -1.81353 -3.91234
H 5.51005 -2.17068 -2.81787
H 5.10528 -0.50117 -3.22111
Hg -3.31945 0.37648 -1.23587
Cl -5.76959 1.12080 -1.34444
C 0.63906 3.13895 2.94802
O -0.18975 2.37143 2.47397
N 1.07692 4.27104 2.32788
C 0.37438 4.75101 1.15063
C 1.87746 5.23817 3.06039
H 1.13031 2.97561 3.93014
H 0.08911 3.91742 0.50566
H 1.04583 5.42461 0.61018
H -0.53196 5.31128 1.42480
H 2.54453 4.70440 3.74534
H 1.25190 5.92618 3.64976
H 2.47053 5.82666 2.35269
H -6.47936 1.78340 2.32159
H -6.89823 0.74687 4.20033
C -5.99826 0.98182 1.75203
C -6.85547 -0.24135 3.73162
N -5.95189 -0.18997 2.59406
H -4.99105 1.26920 1.43591
C -5.22246 -1.28043 2.24901
O -4.47846 -1.36286 1.27032
H -6.48049 -0.98113 4.44620
H -5.36384 -2.11407 2.96868
H -6.57455 0.78313 0.83603
H -7.87659 -0.52535 3.43707
H 0.99918 -0.16705 -3.83428
H 3.16475 1.35797 -3.15339
C 0.51277 0.78461 -4.09681
C 2.52696 2.12912 -3.61077
N 1.12393 1.86036 -3.33590
H -0.55674 0.70936 -3.88436
C 0.38059 2.71416 -2.58437
O -0.82739 2.61075 -2.36714
H 2.79516 3.10424 -3.19145
H 0.99113 3.54758 -2.16547
H 0.68096 0.95573 -5.17045
H 2.71242 2.13750 -4.69264
O 0.76725 -2.44633 -0.54063
C 2.11125 -2.16254 -0.11838
C 1.67641 0.34315 -0.23219
C 2.20322 -0.75726 0.45472
H 0.94336 0.16418 -1.02420
C 2.17123 1.61498 0.06708
H 2.40149 -2.86790 0.68136
C 2.93519 -0.56574 1.63247
H 1.84652 2.46771 -0.53421
C 3.07759 1.78676 1.12061
C 3.40609 0.70848 1.94819
H 3.16919 -1.44680 2.22762
H 3.48870 2.78055 1.31660
H 4.03964 0.86717 2.82729
Si -0.32664 -3.55572 -0.10109
Cl -2.81594 -0.50438 -3.31652
C -1.85110 -3.35663 -1.14376
C -0.78061 -3.31397 1.71931
C 0.40614 -5.26816 -0.37386
H -2.49639 -2.55116 -0.77270
H -2.42552 -4.28807 -1.08462
H -1.64253 -3.13899 -2.19591
H 0.63454 -5.39347 -1.44288
H -0.30999 -6.05680 -0.09815
H 1.33188 -5.45139 0.19728
H -1.78673 -2.87154 1.79860
H -0.06374 -2.66726 2.24959
H -0.79414 -4.29069 2.23092
C -2.09603 0.58634 0.52381
H -2.67232 1.18141 1.23433
H -1.17900 1.11666 0.24000
H -1.86832 -0.39458 0.95382
*
```

---

Record 3
The following is a DFT calculation (ωB97M-V/def2-TZVPD) of C6H18F18O27S6Zn3 as an isolated structure in a non-equilibrium geometry.

The geometry in ORCA input format:
```
! RIJCOSX wB97M-V def2-TZVPD def2/J DEFGRID3
* xyz 0 1
Zn 0.02903 2.52878 -2.73695
Zn -1.21540 1.95083 2.42659
Zn -2.57700 -2.22998 -0.52772
C -1.73755 -4.57174 3.37768
F -1.33050 -4.58584 4.64950
F -0.98232 -5.41088 2.69125
F -3.01289 -4.95938 3.32788
S -1.63276 -2.74971 2.71674
O -2.67082 -1.96229 3.39170
O -0.28089 -2.33364 2.97867
O -1.95736 -2.74450 1.27411
C -2.88469 -2.05879 -4.89729
F -3.02520 -3.35146 -4.67423
F -1.58280 -1.79950 -4.92510
F -3.43255 -1.77264 -6.08443
S -3.66709 -1.05420 -3.47019
O -2.98667 -1.56327 -2.27022
O -3.44427 0.40102 -3.62056
O -5.08369 -1.33384 -3.48241
C 0.76899 5.49046 0.29775
F 0.84214 6.35262 -0.70668
F 1.85395 4.70284 0.21166
F 0.72969 6.18763 1.41885
S -0.74386 4.36033 0.05892
O -0.80510 3.48222 1.22303
O -1.92987 5.17145 -0.01392
O -0.35247 3.68037 -1.18743
C -4.82243 1.59750 -0.16583
F -3.87068 2.37947 -0.67749
F -5.74921 2.32825 0.41345
F -5.41485 0.84869 -1.07545
S -3.94335 0.50637 1.14147
O -3.22275 -0.58936 0.45379
O -2.94155 1.38417 1.71498
O -4.94179 -0.02998 2.05759
C 1.63748 -0.50082 -0.07181
F 2.09858 -0.86117 -1.27124
F 1.62661 -1.59938 0.66372
F 2.39551 0.42320 0.50220
S -0.11107 0.15742 -0.29963
O -0.47281 0.81408 0.96027
O -0.07411 1.02221 -1.45157
O -0.88471 -1.03255 -0.63680
C 5.56341 -1.16130 -0.54576
F 4.49705 -1.33395 0.19610
F 6.60897 -1.81929 -0.03705
F 5.38326 -1.55142 -1.78867
S 6.00185 0.65093 -0.55655
O 5.58090 1.16285 0.75452
O 7.44720 0.65895 -0.72836
O 5.27152 1.24084 -1.70148
O 3.04485 -4.07724 2.38655
H 3.07472 -3.92738 1.43691
H 2.45699 -4.83042 2.49730
O 1.80142 -1.75891 -4.57661
H 1.86246 -1.04254 -3.93948
H 2.67879 -1.80863 -4.96704
O -1.94017 2.40261 -3.07550
H -2.54024 3.15628 -3.06020
H -2.51741 1.61395 -3.20030
O 0.61875 2.19658 3.33280
H 0.95830 1.78104 4.13063
H 1.42208 2.34334 2.79058
O -1.44730 0.47069 3.72287
H -0.93121 0.25030 4.50329
H -2.12005 -0.23486 3.66203
O 1.94080 2.82904 -2.64135
H 2.16968 3.55385 -3.23768
H 2.66543 2.80208 -2.00089
O 2.15824 -1.95455 4.05376
H 2.27396 -2.62540 3.36843
H 1.20900 -1.83140 4.11172
O 2.90265 2.61393 2.01734
H 3.49358 2.49318 1.26893
H 3.49215 2.77165 2.76274
O -1.37006 -3.68482 -1.38134
H -0.88263 -4.41354 -0.98487
H -1.02587 -3.61138 -2.27826
*
```

---

Record 4
The following is a DFT calculation (ωB97M-V/def2-TZVPD) of one molecule with the formula C19H21NO5.

The geometry in ORCA input format:
```
! RIJCOSX wB97M-V def2-TZVPD def2/J DEFGRID3
* xyz 0 1
C 0.64768 -4.07563 -0.06043
C -0.53057 -3.25540 -0.57819
C -0.07128 -2.20122 -1.58809
C -1.25415 -1.39176 -2.11216
C -1.99776 -0.71676 -0.96401
C -2.46450 -1.75600 0.05321
C -1.29701 -2.59674 0.58253
N -0.42198 -1.77885 1.39253
C -0.14407 -2.01724 2.67988
O -0.55873 -2.95155 3.32778
C 0.79606 -0.97100 3.30757
O 1.01514 0.11663 2.41784
C 0.66664 1.34339 2.80852
O 0.31073 1.65254 3.91267
C 0.76747 2.30231 1.66191
C 0.71568 3.63537 1.84952
C 0.79935 4.56828 0.72656
O 0.76482 5.77714 0.84863
C 0.92789 3.88585 -0.57556
C 1.01058 4.62181 -1.76044
C 1.12702 3.98572 -2.97526
C 1.16592 2.59499 -3.03001
C 1.08735 1.84652 -1.87588
C 0.96680 2.48940 -0.64398
O 0.88650 1.70124 0.46337
H 1.11756 -4.62125 -0.87540
H 1.39514 -3.43025 0.39574
H 0.31369 -4.78924 0.68854
H -1.23189 -3.93008 -1.08079
H 0.43349 -2.69733 -2.41995
H 0.65599 -1.53591 -1.11576
H -0.90897 -0.63944 -2.82499
H -1.93905 -2.05930 -2.63994
H -2.86228 -0.17369 -1.35068
H -1.34463 0.01537 -0.48278
H -3.18556 -2.42448 -0.42045
H -2.96279 -1.26479 0.89121
H -1.67657 -3.37530 1.25315
H 0.00072 -0.97633 0.95134
H 0.36233 -0.61148 4.24597
H 1.75786 -1.44617 3.52109
H 0.60995 4.02673 2.84848
H 0.97916 5.69792 -1.68270
H 1.18952 4.56102 -3.88581
H 1.25957 2.09590 -3.98246
H 1.12120 0.76905 -1.90231
*
```

Its structure (SMILES) is C[C@@H]1CCCC[C@@H]1NC(=O)COC(=O)c1cc(=O)c2ccccc2o1.

---

The records above give, respectively, energy values of -340.77054; -2770.76209; -11795.81608; -1167.61993 hartree.
The records above give, respectively, ΔE to the lowest compared entry with this formula, charge and spin values of 0.663; 0.000; 1.031; 0.608 eV.